Here is a structure of composition C34H32BCrF3O5 in a non-equilibrium geometry from the Open Molecules 2025 dataset. Energies are from ωB97M-V with the def2-TZVPD basis set.

The geometry in ORCA input format:
```
! RIJCOSX wB97M-V def2-TZVPD def2/J DEFGRID3
* xyz 3 4
C 0.689 3.169 -4.032
C 0.517 2.359 -2.751
C 0.832 0.877 -3.002
C 1.325 2.839 -1.461
C 2.779 2.341 -1.333
C 1.446 4.346 -1.566
O 0.451 2.312 -0.433
B -0.756 1.755 -1.056
C -1.882 0.630 -0.357
C -2.565 -0.075 -1.354
C -3.599 -1.009 -1.169
C -3.989 -1.482 0.083
C -5.168 -2.426 0.368
F -5.101 -2.929 1.649
F -6.372 -1.772 0.235
F -5.184 -3.511 -0.489
C -3.174 -1.022 1.116
C -2.327 0.093 0.929
C -1.149 3.163 3.433
C -2.610 2.917 3.566
C -1.499 2.932 4.713
O -0.906 2.306 -2.345
H 1.772 3.227 -4.230
H 0.234 2.608 -4.848
H 0.298 4.202 -4.111
H 1.885 0.742 -3.243
H 0.593 0.245 -2.116
H 0.197 0.512 -3.819
H 3.386 2.706 -2.194
H 3.203 2.728 -0.382
H 2.812 1.244 -1.316
H 2.451 4.595 -1.953
H 0.794 4.824 -2.311
H 1.271 4.948 -0.663
H -2.219 0.118 -2.359
H -4.107 -1.386 -2.035
H -3.268 -1.566 2.069
H -2.004 0.442 1.907
H -0.600 3.664 2.635
H -3.362 3.701 3.656
H -2.995 1.932 3.162
H -1.192 1.951 4.971
H -1.609 3.742 5.403
O 3.223 -5.533 -2.317
C 2.209 -5.208 -1.826
Cr 0.642 -4.498 -0.998
C 1.770 -4.026 0.404
O 2.515 -3.669 1.230
C 0.139 -6.101 -0.023
O -0.149 -7.026 0.635
C -0.943 -4.187 -2.605
C 0.243 -3.507 -2.874
C 0.775 -2.609 -1.900
C 0.014 -2.235 -0.750
C 0.299 -1.195 0.207
C 0.245 -0.234 1.018
C 0.359 0.788 1.987
C 1.733 0.997 2.403
C 1.933 1.810 3.524
C 3.168 1.771 4.133
C 4.173 0.908 3.615
C 4.025 0.211 2.421
C 2.779 0.222 1.829
C -0.903 -3.258 -0.381
C -1.499 -4.116 -1.337
H -1.390 -4.856 -3.343
H 0.773 -3.659 -3.810
H 1.716 -2.099 -2.113
H -0.345 1.632 2.179
H 1.074 2.347 3.915
H 3.273 2.267 5.088
H 5.160 0.942 4.076
H 4.783 -0.459 2.046
H 2.550 -0.463 1.016
H -1.294 -3.223 0.636
H -2.350 -4.727 -1.047
*
```

Total energy in eV: -83229.320
Energy above the lowest of the compared OMol25 structures with the same formula, charge and spin in eV: 4.297
HOMO energy (alpha / beta) in eV: -15.588 / -16.584
Kohn-Sham gap (alpha / beta) in eV: 4.087 / 4.774

Here is a structure of composition C34H32BiClF6N3O2Te in a non-equilibrium geometry from the Open Molecules 2025 dataset. Energies are from ωB97M-V with the def2-TZVPD basis set.

The geometry in ORCA input format:
```
! RIJCOSX wB97M-V def2-TZVPD def2/J DEFGRID3
* xyz -1 1
Bi -0.184 -0.443 -0.316
Cl 4.972 2.575 -4.710
C 3.670 2.236 -3.593
C 3.884 2.358 -2.223
C 2.852 2.102 -1.348
C 1.570 1.715 -1.797
O 0.601 1.549 -0.931
C 1.392 1.556 -3.192
C 0.125 1.126 -3.771
N -0.758 0.473 -3.136
C -1.921 0.043 -3.785
C -1.930 -0.513 -5.042
C -3.124 -0.970 -5.634
C -4.307 -0.886 -4.960
C -4.336 -0.343 -3.654
C -5.525 -0.248 -2.898
C -5.487 0.292 -1.648
C -4.248 0.747 -1.147
N -3.124 0.669 -1.810
C -3.145 0.126 -3.054
C 2.441 1.849 -4.070
H 4.859 2.653 -1.856
H 2.995 2.188 -0.278
H -0.034 1.427 -4.817
H -0.994 -0.633 -5.573
H -3.091 -1.395 -6.629
H -5.230 -1.243 -5.401
H -6.451 -0.620 -3.322
H -6.374 0.363 -1.034
H -4.187 1.179 -0.153
H 2.282 1.756 -5.138
F -2.652 -4.566 2.114
Te -2.593 -3.464 0.589
F -1.845 -5.029 -0.148
F -2.667 -2.900 -1.216
F -4.251 -4.208 0.113
F -3.732 -2.358 1.611
O -1.119 -2.536 0.933
C 3.788 -0.244 5.330
C 2.957 0.298 4.192
C 2.433 1.580 4.249
C 1.702 2.067 3.168
C 1.088 3.442 3.198
C 1.511 1.267 2.057
C 1.971 -0.061 1.980
C 2.724 -0.507 3.081
N 1.656 -0.811 0.844
C 2.416 -2.038 0.493
C 3.923 -1.736 0.466
C 2.079 -3.250 1.387
C 2.065 -2.485 -0.934
H 3.724 0.405 6.204
H 4.840 -0.321 5.045
H 3.452 -1.241 5.621
H 2.605 2.204 5.120
H 1.644 4.114 3.853
H 0.059 3.389 3.564
H 1.052 3.874 2.197
H 0.990 1.689 1.209
H 3.148 -1.496 3.106
H 4.292 -1.332 1.405
H 4.128 -1.001 -0.317
H 4.480 -2.649 0.242
H 2.388 -3.130 2.420
H 2.569 -4.144 0.993
H 1.001 -3.411 1.376
H 2.178 -1.664 -1.649
H 1.051 -2.889 -0.998
H 2.747 -3.283 -1.227
F -3.699 2.763 3.880
C -2.913 2.081 3.010
C -2.678 2.626 1.764
C -1.877 1.918 0.876
C -1.325 0.691 1.236
C -1.584 0.175 2.502
C -2.380 0.870 3.403
H -3.112 3.583 1.504
H -1.671 2.331 -0.105
H -1.164 -0.780 2.793
H -2.594 0.481 4.389
*
```

Total energy in eV: -86307.171
Energy above the lowest of the compared OMol25 structures with the same formula, charge and spin in eV: 0.632
HOMO energy in eV: -4.908
Kohn-Sham gap in eV: 6.826

Here is a structure of composition C34H32BrN3O6PRh from the Open Molecules 2025 dataset. Energies are from ωB97M-V with the def2-TZVPD basis set.

The geometry in ORCA input format:
```
! RIJCOSX wB97M-V def2-TZVPD def2/J DEFGRID3
* xyz 0 1
Rh 0.528 0.428 0.591
C 4.661 0.908 -0.525
C 5.255 0.040 0.388
C 4.465 -0.760 1.190
C 3.075 -0.675 1.089
C 2.476 0.235 0.209
C 3.280 1.005 -0.619
C 2.153 -1.599 1.758
C 2.551 -2.640 2.631
C 1.621 -3.512 3.100
C 0.275 -3.421 2.657
C -0.718 -4.354 3.031
C -1.983 -4.264 2.523
C -2.297 -3.244 1.601
C -1.361 -2.314 1.238
C -0.061 -2.370 1.786
N 0.872 -1.432 1.431
H 5.281 1.520 -1.168
H 6.333 -0.021 0.458
H 4.931 -1.455 1.877
H 2.833 1.677 -1.339
H 3.588 -2.723 2.921
H 1.899 -4.303 3.786
H -0.451 -5.149 3.717
H -2.738 -4.985 2.806
H -3.286 -3.206 1.163
H -1.570 -1.560 0.494
Br 1.498 4.977 -4.786
C 1.702 5.100 -2.910
C 2.182 6.276 -2.351
N 2.360 6.428 -1.043
C 2.065 5.399 -0.255
C 1.565 4.194 -0.730
C 1.375 4.032 -2.096
C 1.250 3.074 0.211
O 1.798 2.959 1.308
O 0.354 2.259 -0.216
H 2.432 7.121 -2.983
H 2.231 5.526 0.808
H 1.004 3.093 -2.490
O 1.086 0.547 -2.630
C 0.440 -0.385 -2.201
O -0.120 -0.489 -1.024
C 0.152 -1.589 -3.065
C 0.273 -1.464 -4.444
C 0.039 -2.552 -5.265
C -0.304 -3.758 -4.677
C -0.422 -3.913 -3.308
C -0.195 -2.812 -2.500
N -0.551 -4.925 -5.545
O -0.960 -5.941 -5.019
O -0.373 -4.788 -6.738
H 0.559 -0.506 -4.856
H 0.121 -2.485 -6.339
H -0.688 -4.876 -2.898
H -0.285 -2.895 -1.426
C -3.082 1.140 -0.842
C -3.245 0.672 0.604
P -1.729 0.999 1.584
C -2.048 0.313 3.273
C -3.481 -0.097 3.602
C -1.783 2.812 1.855
C -3.017 3.369 2.556
H -3.970 0.890 -1.424
H -2.215 0.675 -1.309
H -2.942 2.220 -0.895
H -3.450 -0.400 0.641
H -4.094 1.168 1.078
H -1.702 1.079 3.973
H -1.385 -0.543 3.405
H -4.189 0.715 3.435
H -3.557 -0.393 4.649
H -3.796 -0.946 2.996
H -1.645 3.268 0.873
H -0.873 3.054 2.412
H -3.918 3.240 1.955
H -2.895 4.437 2.734
H -3.186 2.894 3.523
*
```

Total energy in eV: -134871.596
Energy above the lowest of the compared OMol25 structures with the same formula, charge and spin in eV: 0.000
HOMO energy in eV: -8.737
Kohn-Sham gap in eV: 7.696

Here is a structure of composition C34H32GeN4ReS from the Open Molecules 2025 dataset. Energies are from ωB97M-V with the def2-TZVPD basis set.

The geometry in ORCA input format:
```
! RIJCOSX wB97M-V def2-TZVPD def2/J DEFGRID3
* xyz 3 3
Re -0.074 0.177 -0.884
C -1.170 0.302 4.555
C -1.856 0.221 3.353
C -1.157 0.280 2.157
C 0.227 0.406 2.167
C 0.924 0.478 3.370
C 0.218 0.430 4.559
N 0.912 0.431 0.907
N 2.163 0.576 0.923
C 2.729 0.556 -0.324
C 4.109 0.704 -0.468
C 4.649 0.681 -1.739
C 3.818 0.510 -2.844
C 2.441 0.349 -2.698
C 1.872 0.369 -1.432
H -1.711 0.261 5.491
H -2.932 0.114 3.346
H -1.716 0.230 1.224
H 2.003 0.557 3.370
H 0.753 0.484 5.498
H 4.730 0.830 0.410
H 5.715 0.798 -1.879
H 4.250 0.503 -3.837
H 1.834 0.211 -3.583
C -3.606 1.247 -3.235
C -4.212 0.578 -2.163
C -3.547 -0.437 -1.505
C -2.266 -0.833 -1.937
C -1.647 -0.126 -2.996
C -2.326 0.909 -3.641
Ge -1.279 -2.198 -1.023
C -1.871 -3.128 0.528
C -1.147 -3.059 1.721
C -1.576 -3.793 2.815
C -2.712 -4.589 2.719
C -3.429 -4.658 1.531
C -3.015 -3.925 0.429
C 0.455 -2.382 -1.766
C 1.486 -2.637 -0.833
C 2.779 -2.859 -1.275
C 3.039 -2.873 -2.640
C 2.009 -2.673 -3.573
C 0.728 -2.414 -3.145
H -4.148 2.029 -3.751
H -5.214 0.852 -1.860
H -4.020 -0.953 -0.679
H -0.689 -0.455 -3.406
H -1.856 1.426 -4.468
H -0.257 -2.448 1.808
H -1.019 -3.751 3.742
H -3.036 -5.166 3.575
H -4.307 -5.285 1.460
H -3.579 -3.992 -0.495
H 1.272 -2.676 0.229
H 3.572 -3.052 -0.565
H 4.042 -3.077 -2.992
H 2.219 -2.740 -4.633
H -0.062 -2.291 -3.880
C -1.309 3.812 1.982
N -0.098 3.902 1.176
C 1.058 4.705 1.637
C 2.029 4.645 0.443
N 1.380 3.637 -0.416
C 0.176 3.324 0.035
S -0.944 2.305 -0.876
H -1.736 4.805 2.105
H -1.062 3.403 2.962
H -2.032 3.166 1.493
H 1.465 4.251 2.540
H 0.733 5.717 1.870
H 3.027 4.324 0.730
H 2.098 5.594 -0.084
H 1.702 3.378 -1.334
*
```

Total energy in eV: -111191.405
Energy above the lowest of the compared OMol25 structures with the same formula, charge and spin in eV: 0.252
HOMO energy (alpha / beta) in eV: -16.782 / -16.867
Kohn-Sham gap (alpha / beta) in eV: 6.300 / 5.907

Here is a structure of composition C34H32N5OS3Sm in a non-equilibrium geometry from the Open Molecules 2025 dataset. Energies are from ωB97M-V with the def2-TZVPD basis set.

The geometry in ORCA input format:
```
! RIJCOSX wB97M-V def2-TZVPD def2/J DEFGRID3
* xyz 0 6
Sm 0.103 -0.364 0.678
C -0.958 -2.562 -3.327
C -1.039 -1.760 -2.057
N 0.041 -1.350 -1.472
N 1.229 -1.515 -2.164
C 2.337 -1.435 -1.509
S 2.623 -1.400 0.192
S 3.842 -1.406 -2.419
C 3.283 -1.500 -4.164
C 3.214 -0.144 -4.796
C 2.022 0.574 -4.791
C 1.954 1.831 -5.374
C 3.079 2.391 -5.962
C 4.275 1.688 -5.957
C 4.341 0.429 -5.380
C -2.349 -1.393 -1.512
C -3.470 -2.167 -1.850
C -4.742 -1.848 -1.431
C -4.938 -0.690 -0.679
C -3.866 0.101 -0.341
C -2.541 -0.232 -0.697
O -1.562 0.540 -0.301
H -0.137 -2.178 -3.929
H -1.880 -2.516 -3.898
H -0.731 -3.605 -3.098
H 2.306 -1.973 -4.121
H 4.000 -2.151 -4.662
H 1.144 0.140 -4.325
H 1.015 2.372 -5.382
H 3.025 3.369 -6.423
H 5.160 2.122 -6.406
H 5.277 -0.117 -5.376
H -3.331 -3.063 -2.440
H -5.577 -2.486 -1.687
H -5.936 -0.420 -0.357
H -3.999 1.010 0.234
C -0.689 -0.538 3.237
C -1.831 -0.871 2.479
C -1.576 -2.090 1.816
C -0.274 -2.513 2.167
C 0.272 -1.559 3.051
H -0.628 0.249 3.974
H -2.780 -0.357 2.505
H -2.294 -2.662 1.247
H 0.173 -3.464 1.921
H 1.211 -1.651 3.576
S 3.538 4.844 4.218
C 2.715 3.529 3.362
C 1.329 3.499 3.244
C 0.750 2.436 2.580
N 1.446 1.432 2.041
C 2.775 1.487 2.128
C 3.451 2.514 2.767
C 2.450 5.005 5.628
C 1.845 6.219 5.913
C 1.068 6.306 7.062
N 0.875 5.292 7.895
C 1.450 4.130 7.601
C 2.246 3.930 6.483
H 0.721 4.281 3.676
H -0.329 2.389 2.474
H 3.323 0.667 1.682
H 4.531 2.511 2.821
H 1.974 7.071 5.260
H 0.571 7.235 7.319
H 1.274 3.320 8.301
H 2.693 2.964 6.288
C 0.099 4.653 -1.779
C 0.556 3.367 -2.483
C 0.842 2.331 -1.511
N 1.052 1.538 -0.712
H -0.198 5.395 -2.517
H 0.905 5.069 -1.175
H -0.752 4.449 -1.130
H 1.453 3.540 -3.079
H -0.228 2.998 -3.147
*
```

Total energy in eV: -95687.460
Energy above the lowest of the compared OMol25 structures with the same formula, charge and spin in eV: 0.197
HOMO energy (alpha / beta) in eV: -7.450 / -7.437
Kohn-Sham gap (alpha / beta) in eV: 7.372 / 7.353

Here is a structure of composition C34H32N6OPS2Y in a non-equilibrium geometry from the Open Molecules 2025 dataset. Energies are from ωB97M-V with the def2-TZVPD basis set.

The geometry in ORCA input format:
```
! RIJCOSX wB97M-V def2-TZVPD def2/J DEFGRID3
* xyz 0 1
Y 0.175 -0.839 0.458
C 3.436 1.648 -4.800
C 1.991 1.366 -4.387
N 1.724 1.727 -3.016
C 1.789 0.870 -1.977
S 1.513 1.549 -0.412
N 2.150 -0.364 -2.187
N 1.908 -1.287 -1.255
C 2.777 -2.227 -1.048
C 4.116 -2.248 -1.724
C 2.390 -3.270 -0.114
C 3.323 -4.152 0.445
C 2.887 -5.136 1.308
C 1.529 -5.247 1.570
C 0.674 -4.314 1.005
N 1.081 -3.344 0.200
H 3.549 1.474 -5.867
H 4.116 0.996 -4.259
H 3.698 2.682 -4.581
H 1.769 0.301 -4.495
H 1.303 1.935 -5.020
H 1.703 2.706 -2.777
H 4.874 -1.807 -1.075
H 4.048 -1.635 -2.619
H 4.421 -3.259 -1.983
H 4.373 -4.038 0.227
H 3.589 -5.821 1.761
H 1.147 -6.019 2.217
H -0.390 -4.349 1.205
O 2.192 -0.901 1.693
N 2.498 -1.280 2.908
C 3.758 -1.102 3.333
C 4.145 -1.409 4.613
C 3.209 -1.968 5.487
C 1.935 -2.190 5.030
C 1.550 -1.826 3.731
S -0.035 -2.034 3.176
H 4.423 -0.690 2.590
H 5.157 -1.221 4.927
H 3.484 -2.211 6.502
H 1.177 -2.640 5.649
C -1.230 4.769 1.644
C -0.734 4.739 0.349
C -0.940 3.625 -0.439
C -1.668 2.541 0.047
C -2.169 2.577 1.341
C -1.945 3.690 2.136
P -1.909 1.135 -1.100
C -3.281 1.841 -2.099
C -3.871 0.972 -3.015
C -5.003 1.350 -3.710
C -5.548 2.608 -3.510
C -4.937 3.495 -2.641
C -3.806 3.117 -1.938
C -2.888 -0.044 -0.087
C -4.264 0.069 0.092
C -4.947 -0.922 0.768
C -4.244 -2.010 1.256
C -2.865 -2.083 1.118
C -2.121 -1.114 0.428
H -1.062 5.637 2.267
H -0.193 5.589 -0.041
H -0.554 3.590 -1.448
H -2.749 1.749 1.723
H -2.335 3.717 3.146
H -3.447 -0.016 -3.153
H -5.472 0.659 -4.396
H -6.450 2.896 -4.031
H -5.354 4.481 -2.488
H -3.347 3.814 -1.251
H -4.798 0.925 -0.298
H -6.018 -0.850 0.911
H -4.775 -2.812 1.752
H -2.371 -2.946 1.554
N 0.734 1.619 2.943
C 0.027 0.999 2.268
H 1.380 2.170 3.466
*
```

Total energy in eV: -78768.074
Energy above the lowest of the compared OMol25 structures with the same formula, charge and spin in eV: 1.740
HOMO energy in eV: -7.282
Kohn-Sham gap in eV: 7.231

What is the total energy in the first record?
-83229.320 eV

Look up the energy above the lowest of the compared OMol25 structures with the same formula, charge and spin of the fifth one.
0.197 eV

The lowest energy above the lowest of the compared OMol25 structures with the same formula, charge and spin belongs to which entry?
C34H32BrN3O6PRh

The highest total energy belongs to which entry?
C34H32N6OPS2Y